No. 1
{"formula": "C38H66O27S3", "method": "the ωB97M-V functional and the def2-TZVPD basis", "e_tot_ha": -4713.34854, "homo_lumo_gap_ev": 8.806, "charge": 0, "fmax_ev_per_a": 5.7, "de_lowest_kj_mol": 754.46, "lumo_energy_ev": -0.031, "elements": ["C", "C", "C", "O", "C", "O", "O", "H", "H", "H", "H", "H", "H", "C", "C", "C", "O", "C", "O", "O", "H", "H", "H", "H", "H", "H", "C", "C", "C", "O", "C", "O", "O", "H", "H", "H", "H", "H", "H", "C", "C", "C", "O", "C", "O", "O", "H", "H", "H", "H", "H", "H", "C", "C", "C", "O", "C", "O", "O", "H", "H", "H", "H", "H", "H", "C", "C", "C", "O", "C", "O", "O", "H", "H", "H", "H", "H", "H", "C", "C", "C", "O", "C", "O", "O", "H", "H", "H", "H", "H", "H", "C", "C", "C", "O", "C", "O", "O", "H", "H", "H", "H", "H", "H", "C", "S", "O", "C", "H", "H", "H", "H", "H", "H", "C", "S", "O", "C", "H", "H", "H", "H", "H", "H", "C", "S", "O", "C", "H", "H", "H", "H", "H", "H"], "positions_angstrom": [[-4.9117, -5.3789, 2.5343], [-5.1402, -5.1300, 4.0281], [-4.0933, -5.6857, 4.9262], [-3.6471, -4.6340, 5.7409], [-3.9999, -3.4803, 5.0842], [-3.6584, -2.3362, 5.5098], [-4.9349, -3.7568, 4.1280], [-5.8303, -5.2267, 1.9677], [-4.7953, -6.4384, 2.3061], [-4.1415, -4.7598, 2.0742], [-6.1510, -5.4384, 4.2954], [-3.2924, -6.3192, 4.5449], [-4.5117, -6.2764, 5.7411], [4.3362, 7.4309, 0.9353], [3.5748, 7.9679, 2.1471], [2.4274, 7.1404, 2.6648], [2.7182, 6.9335, 4.0335], [3.8223, 7.5430, 4.3599], [4.2382, 7.7583, 5.5297], [4.4549, 7.9253, 3.2311], [5.2584, 7.9928, 0.7870], [3.7466, 7.5620, 0.0280], [4.5193, 6.3603, 1.0272], [3.1704, 8.9684, 1.9937], [2.1780, 6.3418, 1.9662], [1.5605, 7.8002, 2.6998], [-5.1286, -6.6235, -7.3710], [-4.9182, -6.4049, -5.9073], [-4.7518, -7.6345, -5.0992], [-3.6900, -7.2114, -4.1536], [-3.0499, -6.1350, -4.7274], [-2.0171, -5.6639, -4.2765], [-3.7352, -5.6783, -5.8207], [-5.9955, -7.2675, -7.5195], [-4.2562, -6.8725, -7.9752], [-5.4585, -5.6614, -7.7632], [-5.6266, -5.6703, -5.5242], [-4.4119, -8.5342, -5.6123], [-5.6152, -7.8376, -4.4656], [-3.0008, 0.9868, -7.2500], [-4.3154, 0.8487, -8.0577], [-5.3222, 1.9734, -7.7985], [-5.6427, 2.4568, -9.1091], [-4.9250, 1.8334, -10.0825], [-5.1112, 1.8598, -11.3277], [-3.9628, 1.0543, -9.4290], [-2.4425, 1.8924, -7.4873], [-2.2483, 0.1995, -7.2953], [-3.2878, 1.1125, -6.2060], [-4.9387, -0.0433, -7.9956], [-4.8827, 2.7401, -7.1605], [-6.1547, 1.5048, -7.2737], [-10.3332, -0.7951, 0.6494], [-9.9978, -0.0670, -0.6007], [-10.5738, 1.3583, -0.6608], [-9.5447, 2.0774, -1.1868], [-8.3839, 1.4215, -1.0965], [-7.3397, 1.8321, -1.4936], [-8.5625, 0.2720, -0.4752], [-11.4113, -0.9511, 0.6106], [-10.0417, -0.1988, 1.5140], [-9.8085, -1.7485, 0.7109], [-10.1211, -0.7343, -1.4537], [-10.6876, 1.7380, 0.3546], [-11.4420, 1.4654, -1.3110], [5.9779, -7.4368, -0.2942], [6.9022, -8.4917, -0.8713], [7.6759, -8.0199, -2.1361], [9.0157, -8.3602, -1.9150], [9.1269, -8.7871, -0.6252], [10.2031, -9.0476, -0.1242], [7.9590, -8.7438, 0.0027], [6.5128, -6.4874, -0.2687], [5.6018, -7.7467, 0.6808], [5.0807, -7.2423, -0.8818], [6.3233, -9.3820, -1.1169], [7.5047, -6.9565, -2.3035], [7.1831, -8.3572, -3.0479], [-4.9356, 7.7377, -3.7030], [-3.4524, 7.9858, -3.9721], [-2.6051, 8.4934, -2.8013], [-1.3224, 7.8333, -2.9535], [-1.4570, 6.9057, -3.8926], [-0.6263, 6.0212, -4.0622], [-2.7819, 6.7788, -4.2034], [-5.3911, 7.0246, -4.3901], [-5.5313, 8.6287, -3.9016], [-5.1881, 7.4170, -2.6923], [-3.2395, 8.3030, -4.9930], [-3.1837, 8.3438, -1.8898], [-2.2875, 9.5233, -2.9641], [11.4468, 5.2482, 2.1999], [10.9533, 4.0586, 3.1146], [10.2945, 2.8914, 2.3404], [11.0172, 1.7495, 2.6441], [12.0895, 2.1037, 3.3362], [12.9674, 1.3184, 3.7289], [12.1295, 3.4508, 3.5071], [10.5940, 5.5375, 1.5859], [12.2798, 5.0623, 1.5220], [11.7786, 6.1618, 2.6932], [10.1984, 4.4836, 3.7762], [10.4853, 3.1470, 1.2981], [9.2198, 2.9084, 2.5216], [-6.2060, 4.8653, 4.9824], [-4.3518, 4.9273, 4.8608], [-3.9863, 6.2211, 4.1295], [-4.0891, 5.3513, 6.6904], [-6.3011, 3.7827, 5.0671], [-6.7101, 5.2231, 4.0847], [-6.6604, 5.2943, 5.8754], [-3.9326, 6.4239, 6.8046], [-3.2026, 4.8557, 7.0860], [-4.9132, 4.8538, 7.2018], [11.2251, -6.6363, 6.2319], [9.3938, -6.7521, 6.1334], [8.9718, -6.4232, 7.5561], [9.2960, -5.2131, 5.1501], [11.6863, -6.7946, 5.2570], [11.5944, -7.3370, 6.9807], [11.5699, -5.6664, 6.5905], [9.8116, -5.1761, 4.1905], [9.6345, -4.5191, 5.9195], [8.2952, -4.8653, 4.8941], [0.0732, 0.3963, 0.6550], [1.6125, -0.5304, 0.5878], [2.6344, 0.2770, 1.4289], [0.8958, -1.9020, 1.6820], [0.1989, 1.4005, 0.2501], [-0.2600, 0.7465, 1.6319], [-0.8505, -0.0864, 0.3359], [0.2283, -2.4583, 1.0240], [0.3563, -1.5455, 2.5595], [1.7055, -2.5298, 2.0539]], "atomic_forces_ev_per_a": [[-1.1, -1.3, -0.5], [0.5, -0.6, -2.6], [-0.3, -2.6, 2.8], [0.8, 2.5, -1.7], [0.4, 4.2, 3.3], [-1.4, -4.9, -2.6], [0.8, 2.4, 1.5], [-0.2, 0.7, 0.1], [0.7, -0.2, 0.2], [0.2, -0.2, 0.4], [0.0, 0.3, 0.3], [0.2, 0.6, -0.7], [-0.6, -0.9, -0.6], [-0.7, 0.3, -0.2], [0.4, -0.5, -1.0], [-1.6, 1.4, -0.9], [-1.3, -1.7, 0.3], [2.7, 1.4, 4.0], [-1.6, -1.1, -4.6], [1.4, 1.0, 1.4], [0.0, -0.2, 0.2], [-0.1, 0.1, 0.0], [0.2, 0.1, 0.2], [0.6, 0.3, -0.1], [0.2, -0.9, 1.0], [-0.3, -0.3, -0.3], [-1.5, 0.8, -0.7], [-0.7, 0.7, -1.7], [0.8, 0.0, 2.3], [-0.2, 0.5, -1.4], [2.0, 0.7, 1.3], [-2.5, -0.9, -1.3], [2.7, -0.2, 1.8], [0.2, -0.4, -0.3], [0.0, -0.5, 0.5], [0.0, 0.1, -0.2], [-0.8, -0.7, 0.2], [0.0, 0.2, -0.2], [0.0, -0.2, -0.3], [-0.7, -0.1, 0.7], [1.1, 1.0, -0.5], [0.9, -0.3, 0.2], [-0.6, 0.1, -0.6], [0.1, -1.4, -2.5], [0.9, 0.4, 5.6], [-1.0, 0.4, -1.9], [-0.5, 0.2, -0.4], [-0.5, -0.4, -0.3], [0.1, -0.2, 0.2], [0.9, -0.7, 0.2], [-0.2, 0.4, -0.3], [-0.5, 0.6, -0.4], [-0.4, -0.3, 0.2], [1.3, 0.3, 1.2], [-0.8, -1.5, 0.5], [1.3, 2.0, -1.8], [1.1, 0.6, -0.3], [0.0, 0.2, 0.0], [-0.9, -1.3, -0.3], [-0.1, -0.3, 0.5], [-0.2, 0.0, 0.0], [-0.2, 0.0, -0.1], [-0.1, 0.5, -0.4], [-0.8, -0.2, 0.1], [-0.2, 0.0, 0.4], [0.0, 0.2, 0.0], [-0.7, 0.9, -1.7], [-2.2, 0.9, -0.3], [-0.3, -0.5, 0.1], [3.1, 0.3, 0.4], [-2.2, 0.2, -0.8], [0.2, -0.8, 1.2], [0.0, 0.0, 0.5], [0.3, 0.2, 0.1], [0.1, -0.3, -0.4], [0.3, -0.4, 0.4], [0.8, 0.5, 0.6], [0.7, -1.1, -0.1], [-0.3, 0.4, -0.3], [-0.2, -0.6, -0.5], [0.3, 2.0, -1.5], [-0.7, 0.9, 0.3], [0.4, -4.6, 1.9], [-1.5, 2.4, -0.9], [1.6, -2.8, -0.5], [0.5, -0.3, -0.1], [0.3, 0.4, 0.2], [0.4, -0.1, 0.1], [-0.8, 2.3, 0.3], [0.8, -0.3, 0.4], [-0.8, 0.3, 0.6], [-1.1, 0.0, -0.2], [0.2, 1.4, -3.1], [-0.5, 2.7, -1.6], [-0.5, -0.9, 0.5], [3.5, -2.1, 1.7], [-2.8, 2.7, -1.3], [1.1, -1.2, 2.3], [-0.1, 0.2, -0.2], [-0.1, -0.9, 0.1], [-0.3, -0.2, 0.7], [0.8, -0.3, 1.3], [-0.4, -0.4, -0.4], [0.1, -0.9, 0.1], [0.5, -0.9, 0.2], [-0.1, 3.2, 0.4], [-0.3, -1.8, 0.7], [0.3, -1.4, -0.7], [-0.6, -0.1, -0.1], [0.4, 0.0, -0.1], [0.4, 0.3, -0.1], [-0.7, -0.1, -0.2], [0.2, 0.0, -0.4], [-0.2, 0.7, 0.3], [0.1, -0.1, -0.1], [0.8, 0.5, 1.2], [0.0, -0.1, -1.7], [-0.7, 0.7, 0.5], [-0.1, -0.3, 0.0], [-0.3, -0.4, -0.3], [-0.6, 0.3, 0.0], [0.6, -0.4, 0.4], [0.4, 0.4, -0.5], [-0.4, -0.6, 0.3], [-1.0, 1.5, 0.6], [0.6, 0.7, 3.0], [-1.9, -1.5, -1.6], [0.6, 0.4, -0.5], [0.2, -0.4, -1.1], [0.8, -0.7, 0.9], [0.5, -0.3, -0.9], [0.0, -0.1, 0.1], [0.0, 0.5, -0.3], [0.1, 0.0, -0.4]], "lowdin_charge": [-0.02, -0.33, -0.13, 0.07, -0.44, 0.09, 0.07, 0.08, 0.08, 0.10, 0.16, 0.14, 0.14, -0.01, -0.34, -0.09, 0.11, -0.52, 0.09, 0.08, 0.09, 0.08, 0.09, 0.15, 0.14, 0.13, -0.02, -0.39, -0.05, 0.04, -0.50, 0.13, 0.08, 0.09, 0.10, 0.09, 0.16, 0.14, 0.14, -0.01, -0.31, -0.10, 0.06, -0.43, 0.10, 0.04, 0.09, 0.08, 0.08, 0.15, 0.13, 0.13, -0.04, -0.28, -0.12, 0.07, -0.61, 0.16, 0.09, 0.10, 0.10, 0.09, 0.16, 0.14, 0.14, -0.02, -0.33, -0.12, 0.09, -0.53, 0.14, 0.10, 0.09, 0.09, 0.09, 0.15, 0.12, 0.13, -0.01, -0.33, -0.05, 0.07, -0.53, 0.13, 0.04, 0.09, 0.08, 0.09, 0.16, 0.14, 0.13, -0.02, -0.30, -0.12, 0.10, -0.51, 0.11, 0.08, 0.08, 0.08, 0.08, 0.15, 0.13, 0.14, -0.27, 0.86, -0.61, -0.23, 0.03, 0.05, 0.04, 0.06, 0.04, 0.03, -0.27, 0.83, -0.58, -0.28, 0.05, 0.05, 0.05, 0.06, 0.04, 0.05, -0.32, 0.86, -0.59, -0.25, 0.05, 0.06, 0.06, 0.04, 0.05, 0.04]}


No. 2
{"formula": "C3H4F3N", "method": "the ωB97M-V functional and the def2-TZVPD basis", "e_tot_ha": -470.99366, "homo_lumo_gap_ev": 10.314, "charge": 0, "fmax_ev_per_a": 9.7, "de_lowest_kj_mol": 154.68, "lumo_energy_ev": 0.176, "elements": ["C", "N", "C", "F", "C", "F", "F", "H", "H", "H", "H"], "positions_angstrom": [[0.2237, -0.9077, 1.7446], [0.6483, -0.1912, 0.6104], [-0.3278, 0.1617, -0.4436], [-1.5917, -0.2421, -0.3483], [0.0376, 0.8963, -1.6874], [-0.4903, 2.1472, -1.6745], [1.3643, 1.0306, -1.8254], [0.8841, -1.7754, 1.8282], [-0.8226, -1.2201, 1.7633], [0.4354, -0.2755, 2.6120], [-0.3609, 0.3761, -2.5795]], "atomic_forces_ev_per_a": [[-0.5, -0.5, 0.7], [-4.8, 3.3, -7.8], [5.5, -2.9, 7.5], [0.2, 0.4, -0.4], [-0.1, -0.1, -0.9], [-0.3, 0.1, 0.2], [0.1, -0.2, 0.2], [-0.1, -0.1, 0.1], [0.0, 0.0, 0.0], [-0.1, -0.1, 0.1], [0.1, 0.1, 0.3]], "lowdin_charge": [-0.18, 0.05, -0.17, 0.09, -0.37, 0.07, 0.09, 0.08, 0.07, 0.09, 0.17]}


No. 3
{"formula": "C5H9NO", "method": "the ωB97M-V functional and the def2-TZVPD basis", "e_tot_ha": -325.65966, "homo_lumo_gap_ev": 10.553, "charge": 0, "fmax_ev_per_a": 5.7, "de_lowest_kj_mol": 729.62, "lumo_energy_ev": 0.860, "elements": ["C", "N", "C", "C", "O", "C", "C", "H", "H", "H", "H", "H", "H", "H", "H", "H"], "positions_angstrom": [[-1.5290, 0.8356, -0.3187], [-1.0973, 1.4415, 0.9739], [0.3618, 0.7029, 0.5740], [1.5127, -0.2815, 0.8648], [1.8179, -0.7833, -0.6864], [0.3183, -1.0930, -1.2741], [-0.5210, -0.2674, -0.3633], [-2.6457, 0.7188, -0.5197], [-1.3839, 1.5919, -0.9269], [-1.1797, 0.6735, 1.7830], [0.9559, 1.3578, -0.0699], [2.3759, 0.1968, 1.1207], [1.3790, -1.0136, 1.5984], [-0.2095, -2.2564, -0.8973], [0.6884, -0.9660, -2.3211], [-0.8440, -0.8577, 0.4625]], "atomic_forces_ev_per_a": [[-3.2, -1.8, 1.6], [2.9, -4.2, 2.6], [0.0, -0.5, -3.7], [-1.2, 0.2, -3.0], [-3.9, -0.3, 3.6], [2.0, -2.6, 1.9], [0.7, 2.6, 1.6], [1.1, -0.7, 1.0], [1.5, 3.6, -3.6], [-1.1, 2.1, -1.8], [-0.9, 0.8, 0.0], [2.5, 1.4, 0.3], [-0.7, -1.9, 0.5], [2.6, 2.8, -2.0], [-1.6, 0.0, 0.7], [-0.6, -1.4, 0.3]], "lowdin_charge": [-0.23, 0.03, -0.18, -0.06, -0.19, -0.06, -0.31, 0.14, 0.05, 0.13, 0.13, 0.07, 0.09, 0.18, 0.12, 0.11]}


No. 4
{"formula": "C4H10N3O", "method": "the ωB97M-V functional and the def2-TZVPD basis", "e_tot_ha": -397.49949, "homo_lumo_gap_ev": [8.122, 7.325], "charge": 1, "fmax_ev_per_a": 7.5, "de_lowest_kj_mol": 472.01, "lumo_energy_ev": [-3.714, -4.418], "elements": ["C", "C", "C", "C", "N", "N", "N", "O", "H", "H", "H", "H", "H", "H", "H", "H", "H", "H"], "positions_angstrom": [[-2.0391, 0.6165, -1.7050], [-2.5073, 0.4123, -0.4798], [0.2579, -0.1739, -0.2908], [1.5881, 0.9082, -1.8307], [-0.7876, 0.7674, -2.1227], [0.2057, 0.5535, -1.2910], [1.0075, -1.5297, 3.0905], [0.8689, -0.2612, 0.7892], [-2.6746, 0.6989, -2.4777], [-1.8687, 0.4178, 0.4263], [-3.5589, 0.2350, -0.2360], [2.2028, 1.2524, -0.9717], [2.0123, 0.3281, -2.6523], [1.2116, 1.7922, -2.4327], [1.5286, -0.8802, 3.6872], [0.0180, -1.5841, 3.2515], [1.0100, -1.1512, 2.0394], [1.5248, -2.4018, 3.2063]], "atomic_forces_ev_per_a": [[1.9, -0.2, 1.3], [-0.2, -0.7, 3.0], [-0.6, -4.0, 6.4], [-1.5, 3.3, -1.0], [0.0, 0.6, -1.5], [2.4, 1.6, -3.0], [1.3, 0.7, -1.6], [-0.4, 0.7, -2.1], [-2.3, 0.3, -2.7], [-0.3, 0.3, -0.7], [0.4, 0.0, -0.5], [-0.2, -0.6, -0.9], [-0.1, -1.0, 0.9], [1.1, -0.4, 0.8], [-0.7, 0.3, 0.0], [-0.5, -0.3, 1.0], [0.4, -0.4, 1.0], [-0.6, -0.3, -0.3]], "lowdin_charge": [-0.21, 0.08, -0.19, 0.06, 0.09, -0.16, 0.27, 0.01, 0.08, 0.05, 0.08, 0.11, 0.10, 0.11, 0.15, 0.13, 0.10, 0.15]}


No. 5
{"formula": "C21H20AsF10N4OPtSe", "method": "the ωB97M-V functional and the def2-TZVPD basis", "e_tot_ha": -6861.64075, "homo_lumo_gap_ev": 6.142, "charge": -1, "fmax_ev_per_a": 0.4, "de_lowest_kj_mol": 36.28, "lumo_energy_ev": 2.089, "elements": ["Pt", "C", "N", "C", "C", "N", "C", "C", "F", "C", "F", "C", "F", "C", "F", "C", "F", "C", "C", "N", "C", "C", "F", "C", "F", "C", "F", "C", "F", "C", "F", "H", "H", "H", "H", "H", "H", "H", "H", "H", "H", "H", "C", "As", "C", "C", "O", "H", "H", "H", "H", "H", "H", "H", "H", "H", "Se", "C", "N"], "positions_angstrom": [[0.4402, -0.0981, -0.0677], [-2.6520, -2.1671, 0.1628], [-1.2169, -2.1507, 0.0900], [-0.5410, -2.5109, 1.3246], [-0.4903, -1.3960, 2.3679], [0.2918, -0.2192, 1.9718], [0.4156, 0.7990, 2.8429], [1.0395, 2.0288, 2.4699], [1.4995, 2.1979, 1.2203], [1.1978, 3.1054, 3.3088], [1.7911, 4.2190, 2.8503], [0.7491, 3.0739, 4.6172], [0.9208, 4.1235, 5.4462], [0.1310, 1.9211, 5.0341], [-0.3294, 1.8395, 6.2960], [-0.0399, 0.8385, 4.1877], [-0.6922, -0.2111, 4.7547], [-0.6595, -2.6556, -1.1476], [-0.6760, -1.6607, -2.3096], [0.0883, -0.4224, -2.0917], [0.3979, 0.3204, -3.1719], [-0.1643, 0.2077, -4.4740], [-1.1883, -0.6530, -4.7320], [0.2121, 0.9848, -5.5560], [-0.3933, 0.7892, -6.7394], [1.1718, 1.9612, -5.4405], [1.5423, 2.7131, -6.4931], [1.7391, 2.1398, -4.1907], [2.6641, 3.0925, -4.0254], [1.3718, 1.3603, -3.1155], [1.9758, 1.6411, -1.9541], [-3.0560, -3.1642, 0.4216], [-3.0744, -1.8768, -0.8006], [-3.0067, -1.4520, 0.9072], [0.4822, -2.8042, 1.0869], [-1.0317, -3.3771, 1.8047], [-0.0709, -1.8498, 3.2697], [-1.5231, -1.1132, 2.6151], [-1.2011, -3.5531, -1.4982], [0.3744, -2.9554, -0.9699], [-1.7212, -1.4586, -2.5737], [-0.2514, -2.2077, -3.1595], [-2.7653, 1.3861, -2.4610], [-2.0607, 2.0873, -0.8186], [-3.5044, 2.9358, 0.1180], [-0.8191, 3.4678, -1.2839], [-1.4473, 0.9302, 0.1837], [-3.3367, 2.1522, -2.9852], [-3.4012, 0.5324, -2.2347], [-1.9258, 1.0638, -3.0728], [-3.9650, 3.7041, -0.5014], [-3.0983, 3.3775, 1.0262], [-4.2383, 2.1787, 0.3868], [-1.3406, 4.2513, -1.8341], [-0.0395, 3.0367, -1.9047], [-0.3752, 3.8673, -0.3739], [2.5999, -1.1631, -0.1345], [3.7686, 0.2481, 0.0235], [4.5789, 1.0662, 0.1188]], "atomic_forces_ev_per_a": [[-0.1, 0.1, 0.0], [0.0, 0.0, 0.0], [-0.1, -0.2, 0.0], [0.1, 0.1, 0.0], [-0.1, 0.1, 0.1], [0.2, 0.0, 0.0], [-0.1, 0.1, -0.1], [-0.1, -0.1, 0.0], [0.0, 0.0, 0.0], [0.0, 0.1, 0.0], [0.0, 0.0, 0.0], [0.1, 0.1, 0.0], [0.0, 0.0, 0.0], [-0.1, -0.1, 0.0], [0.0, 0.0, 0.0], [0.0, 0.0, 0.0], [0.0, 0.0, 0.0], [0.1, 0.0, 0.0], [0.1, 0.0, -0.1], [-0.1, 0.1, 0.0], [0.2, -0.2, 0.0], [0.0, -0.1, 0.0], [0.0, 0.0, 0.0], [0.0, 0.0, -0.1], [0.0, 0.0, 0.0], [0.0, 0.0, 0.0], [0.0, 0.0, 0.0], [0.0, 0.0, 0.1], [0.0, 0.0, 0.0], [0.0, 0.0, 0.0], [0.0, 0.0, 0.0], [0.0, 0.0, 0.0], [0.0, 0.0, 0.0], [0.0, 0.0, 0.0], [0.0, 0.0, 0.0], [0.0, 0.0, 0.0], [0.0, 0.0, 0.0], [0.0, 0.0, 0.0], [0.0, 0.0, 0.0], [0.0, 0.0, 0.0], [0.0, 0.1, 0.0], [-0.1, 0.0, 0.0], [0.0, 0.0, 0.0], [0.0, 0.2, -0.3], [0.0, 0.0, 0.0], [0.0, 0.0, 0.0], [0.0, -0.3, 0.2], [0.0, 0.0, 0.0], [0.0, 0.0, 0.0], [-0.1, 0.0, 0.0], [0.0, 0.0, 0.0], [0.0, 0.0, 0.0], [0.0, 0.0, 0.0], [0.0, 0.0, 0.0], [0.1, 0.0, 0.0], [0.0, 0.0, 0.0], [-0.2, 0.0, -0.1], [0.1, 0.1, 0.1], [0.0, 0.0, 0.0]], "lowdin_charge": [0.82, -0.10, -0.27, -0.22, -0.22, -0.17, -0.19, -0.16, 0.04, -0.16, 0.10, -0.17, 0.08, -0.17, 0.09, -0.13, 0.05, -0.22, -0.22, -0.16, -0.23, -0.16, 0.04, -0.17, 0.10, -0.17, 0.09, -0.16, 0.11, -0.18, 0.04, 0.08, 0.07, 0.08, 0.08, 0.12, 0.11, 0.11, 0.12, 0.08, 0.09, 0.12, -0.17, 1.00, -0.20, -0.17, -0.57, 0.04, 0.04, 0.01, 0.04, 0.04, 0.04, 0.04, 0.02, 0.05, 0.59, -0.83, 0.02]}